Record 1
Computed, not measured: C15H35N7OReS4 as an isolated structure in a non-equilibrium geometry, with wB97M-V/def2-TZVPD.

Last column: natural (NBO) charge in e.
CARTESIAN COORDINATES (ANGSTROEM)
1 Re -0.0315 -0.1067 -0.0920  0.94
2 C -2.7799 -2.2533 -1.8347  -0.53
3 C -2.6118 -3.0809 -0.5507  -0.55
4 S -1.1578 -2.5047 0.3705  0.36
5 C -1.6630 -2.8764 2.0483  -0.55
6 C -2.1938 -1.5529 2.6258  -0.55
7 S -0.9820 -0.2321 2.2605  0.39
8 C -1.9333 0.7907 0.9218  -0.55
9 C -2.7565 0.1717 -0.2714  -0.52
10 S -1.9132 -0.6548 -1.7601  0.29
11 H -3.8297 -2.0717 -2.0579  0.25
12 H -2.3429 -2.7860 -2.6790  0.26
13 H -2.4913 -4.1424 -0.7502  0.26
14 H -3.5110 -2.9494 0.0534  0.22
15 H -0.8053 -3.2443 2.6076  0.26
16 H -2.4247 -3.6537 2.0523  0.26
17 H -2.2685 -1.5980 3.7120  0.26
18 H -3.1739 -1.3165 2.2154  0.23
19 H -1.1763 1.5283 0.4993  0.26
20 H -2.6263 1.3953 1.5022  0.29
21 H -3.2849 1.0088 -0.7284  0.27
22 H -3.5190 -0.4982 0.1216  0.25
23 C 3.0495 4.2408 -2.0185  -0.41
24 N 2.0459 3.7296 -1.0762  -0.43
25 C 2.2543 4.1487 0.2946  -0.41
26 C 1.4930 2.4849 -1.2893  0.61
27 N 1.2416 1.6246 -0.3930  -0.83
28 N 1.2325 2.2651 -2.6676  -0.62
29 C 0.5835 1.1503 -3.0807  0.65
30 N 0.2601 1.1301 -4.4131  -0.78
31 N 0.2687 0.2181 -2.2513  -0.73
32 H 3.3179 5.2546 -1.7357  0.23
33 H 2.6698 4.2838 -3.0358  0.20
34 H 3.9528 3.6243 -2.0114  0.20
35 H 2.5079 5.2061 0.3085  0.23
36 H 3.0640 3.5888 0.7804  0.19
37 H 1.3376 4.0212 0.8709  0.20
38 H 1.5862 2.0573 1.1277  0.26
39 H 1.0479 3.0903 -3.2204  0.42
40 H 0.9989 1.4528 -5.0255  0.41
41 H -0.0914 0.2377 -4.7309  0.40
42 H -0.2059 -0.6261 -2.6449  0.37
43 O 1.2583 -1.2365 -0.0659  -0.54
44 C 4.4915 0.5667 2.7832  -0.41
45 N 3.7682 1.4990 3.6497  -0.39
46 C 4.2444 1.5169 5.0365  -0.42
47 C 2.5514 1.9424 3.3243  0.42
48 S 1.5817 1.0844 2.1423  -0.07
49 N 2.1127 3.0536 3.9320  -0.40
50 C 0.6958 3.3981 3.9596  -0.41
51 C 3.0076 4.1845 4.1912  -0.42
52 H 5.5578 0.6969 2.9592  0.23
53 H 4.2793 0.7767 1.7398  0.23
54 H 4.2162 -0.4659 3.0043  0.22
55 H 4.2994 0.4878 5.3952  0.22
56 H 3.5640 2.0695 5.6757  0.22
57 H 5.2378 1.9610 5.0909  0.22
58 H 0.0908 2.4991 4.0299  0.23
59 H 0.4099 3.9595 3.0662  0.20
60 H 0.5087 4.0153 4.8366  0.23
61 H 4.0371 3.9259 3.9670  0.23
62 H 2.9302 4.5005 5.2311  0.23
63 H 2.7108 5.0173 3.5499  0.21

2S+1: 2
Energy relative to the best compared isomer or geometry (same formula, charge and spin): 689.6 kJ/mol
E_HOMO (spin up / spin down): -12.58 / -12.60 eV
Charge: +2

Record 2
Computed, not measured: one molecule with the formula C3H3NS2 in a non-equilibrium geometry, with wB97M-V/def2-TZVPD.

Last column: natural (NBO) charge in e.
CARTESIAN COORDINATES (ANGSTROEM)
1 C -0.8325 -1.4670 0.6749  0.23
2 C 0.6727 -1.2284 -0.1971  -0.41
3 C 0.0178 1.4733 -0.2072  -0.80
4 N -1.8457 -1.7554 1.1692  -0.33
5 S 1.4556 -2.6217 -0.5835  0.12
6 S 1.2606 0.2893 -0.7520  0.44
7 H 0.0759 2.3308 -0.8519  0.24
8 H 0.3015 1.8896 0.9085  0.24
9 H -1.1057 1.0894 -0.1609  0.27

SMILES: CSC(=S)C#N
2S+1: 1
Energy relative to the best compared isomer or geometry (same formula, charge and spin): 165.8 kJ/mol
E_HOMO: -9.59 eV

Record 3
Computed, not measured: C6H6Br18 as an isolated structure in a non-equilibrium geometry, with wB97M-V/def2-TZVPD.

Last column: natural (NBO) charge in e.
CARTESIAN COORDINATES (ANGSTROEM)
1 C 17.2129 -2.5405 21.6837  -0.49
2 Br 18.5361 -2.7820 20.2845  0.09
3 Br 18.0336 -1.6754 23.2957  0.10
4 Br 16.4318 -4.3017 22.0978  0.09
5 H 16.3453 -2.0456 21.2472  0.18
6 C 13.8561 -1.2079 17.9024  -0.49
7 Br 13.9144 -1.2140 15.9347  0.10
8 Br 12.0518 -0.7135 18.4837  0.08
9 Br 15.1170 0.0957 18.7752  0.07
10 H 13.9855 -2.2365 18.2391  0.21
11 C 13.8699 -6.4373 21.1214  -0.43
12 Br 15.5713 -5.8425 20.2340  0.13
13 Br 12.7576 -7.6979 20.0410  0.12
14 Br 12.8327 -4.8270 21.6873  0.30
15 H 14.1497 -6.8968 22.0694  0.22
16 C 14.3749 -2.8959 20.7866  -0.60
17 Br 14.2904 -1.4778 22.0711  0.20
18 Br 15.7244 -2.4848 19.4603  0.16
19 Br 12.5767 -3.0663 19.8509  0.14
20 H 14.5732 -3.7646 21.4143  0.19
21 C 10.7704 -3.6949 21.2349  -0.45
22 Br 9.8381 -4.8194 22.6306  0.06
23 Br 11.3110 -1.8825 21.8871  0.07
24 Br 9.5250 -3.5548 19.6942  0.09
25 H 11.6892 -4.1656 20.8851  0.05
26 C 14.1615 -2.2301 24.2074  -0.50
27 Br 13.1827 -2.5401 25.9398  0.00
28 Br 14.3215 -4.0584 23.2457  0.13
29 Br 15.8108 -1.1648 24.6861  0.03
30 H 13.4945 -1.5568 23.6689  0.16

2S+1: 1
Energy relative to the best compared isomer or geometry (same formula, charge and spin): 2487.2 kJ/mol
E_HOMO: -8.00 eV

Record 4
Computed, not measured: a 5-piece molecular cluster, C2H14N2O5 overall in a non-equilibrium geometry, with wB97M-V/def2-TZVPD.

Last column: natural (NBO) charge in e.
CARTESIAN COORDINATES (ANGSTROEM)
1 C -1.6434 -0.8898 1.6278  -0.41
2 N -0.9809 0.4035 1.5945  -0.61
3 C -1.0286 1.2997 0.5772  0.80
4 N -0.2170 2.4257 0.7788  -0.85
5 O -1.8082 1.1221 -0.3499  -0.69
6 H -1.2967 -1.5961 0.8774  0.21
7 H -2.6889 -0.6502 1.4155  0.21
8 H -1.6060 -1.2430 2.6509  0.21
9 H -0.2928 0.5700 2.3056  0.38
10 H -0.1833 2.7843 1.7226  0.38
11 H -0.6326 3.1392 0.2053  0.39
12 H -1.0782 0.6700 -3.0657  0.48
13 H -1.2666 -0.0416 -1.6709  0.51
14 O -0.7960 -0.0709 -2.5232  -1.00
15 H 1.8650 1.2859 0.0444  0.49
16 H 2.1546 0.4351 1.2502  0.47
17 O 1.5341 0.5086 0.5125  -0.94
18 H 0.9371 -1.7613 -1.7808  0.46
19 H 0.7906 -1.2163 -3.0746  0.50
20 O 1.4633 -1.7318 -2.5951  -0.96
21 H 2.1316 -1.1163 0.1868  0.48
22 H 2.2538 -2.2759 -0.8082  0.48
23 O 2.3892 -2.0510 0.1187  -0.98

SMILES: CNC(N)=O.O.O.O.O
2S+1: 1
Energy relative to the best compared isomer or geometry (same formula, charge and spin): 59.7 kJ/mol
E_HOMO: -9.95 eV

Record 5
Computed, not measured: one molecule with the formula C10H16FN3O in a non-equilibrium geometry, with wB97M-V/def2-TZVPD.

Last column: natural (NBO) charge in e.
CARTESIAN COORDINATES (ANGSTROEM)
1 C 0.3655 0.0986 -1.0782  0.01
2 C 1.9099 -1.3675 -0.7142  0.20
3 C -0.5023 1.6364 0.7549  -0.12
4 C -0.5804 0.3269 0.1712  0.21
5 C -3.0847 0.3117 0.9293  -0.62
6 C -1.9164 -1.8786 0.8431  -0.60
7 C -2.4369 -0.5438 -1.2839  -0.62
8 C 4.2326 1.4938 0.1823  -0.69
9 C -1.9573 -0.4162 0.2059  -0.04
10 C 3.6941 0.1588 -0.1528  0.53
11 N 0.6754 -1.2706 -1.0772  -0.36
12 N 1.6073 0.8522 -0.9132  -0.43
13 N 2.4880 -0.0580 -0.6363  -0.14
14 O -0.0015 0.4082 1.4410  -0.50
15 F 4.4537 -0.9715 -0.0213  -0.33
16 H -0.1612 0.1705 -2.0707  0.23
17 H 2.3835 -2.3426 -0.5007  0.24
18 H 0.1992 2.3252 0.2994  0.21
19 H -1.2380 2.2834 1.3365  0.20
20 H -3.3794 1.2767 0.5089  0.21
21 H -2.6967 0.6626 1.8717  0.21
22 H -3.8923 -0.3300 1.2008  0.22
23 H -2.9273 -2.3860 0.8667  0.20
24 H -1.1717 -2.4563 0.3472  0.22
25 H -1.7392 -1.7430 1.8298  0.21
26 H -3.5068 -0.5718 -1.3905  0.21
27 H -1.9857 -1.4750 -1.6425  0.22
28 H -2.0778 0.3312 -1.9170  0.20
29 H 5.2374 1.6875 -0.4360  0.23
30 H 4.4653 1.5784 1.2456  0.24
31 H 3.5433 2.2086 -0.1999  0.26

2S+1: 1
Energy relative to the best compared isomer or geometry (same formula, charge and spin): 0.0 kJ/mol
E_HOMO (spin up / spin down): -7.45 / -7.45 eV

Record 6
Computed, not measured: a 3-piece molecular cluster, C33H63FN2O4S overall in a non-equilibrium geometry, with wB97M-V/def2-TZVPD.

Last column: Mulliken charge in e.
CARTESIAN COORDINATES (ANGSTROEM)
1 C 5.0341 -2.3820 0.4164  -0.10
2 C 4.0922 -1.6389 0.2393  -1.66
3 C 2.8308 -0.6887 0.0191  2.60
4 C 3.3236 0.7893 0.2777  0.32
5 C 5.0215 0.8352 0.1308  0.05
6 C 5.7157 2.2169 0.7180  -0.79
7 O 5.7708 0.8199 1.4057  -0.46
8 C 1.7297 -1.1584 1.1374  -2.30
9 O 1.0214 -0.0668 1.7083  0.32
10 C -0.3281 0.0988 1.2379  1.33
11 C -0.5235 0.0752 -0.3424  0.10
12 C 0.0175 1.3197 -1.1218  -0.19
13 C -0.8399 2.3008 -1.5646  -1.03
14 C -0.7189 1.6110 1.6803  -1.20
15 C 0.5309 2.5441 1.8903  0.17
16 F 1.0132 2.4001 3.2364  -0.37
17 C -1.4205 -0.7930 1.9696  -1.75
18 C -1.4498 -2.3307 1.6481  0.07
19 C -2.0427 -2.7804 0.2457  -0.78
20 C -3.3612 -2.0543 -0.2267  -0.14
21 O -3.2283 -1.8234 -1.6682  -0.67
22 N 2.5384 -1.7678 2.2433  0.66
23 C 2.6595 -0.8996 3.4307  -0.82
24 C 2.1405 -3.1175 2.5519  0.59
25 C 2.4757 -4.3933 1.7040  -1.06
26 O 1.5199 -3.3062 3.6005  -0.58
27 N 2.3624 -0.9701 -1.3948  0.37
28 C 3.2441 -0.3380 -2.4121  -0.76
29 S 2.4667 -2.6900 -1.7541  -0.28
30 H 5.7241 -3.0775 0.9507  0.45
31 H 3.0224 1.5584 -0.4801  -0.89
32 H 3.1864 1.1888 1.3147  0.19
33 H 5.4928 0.3616 -0.8200  0.40
34 H 5.0775 2.9631 1.2446  0.32
35 H 6.5483 2.4076 -0.0004  0.35
36 H 1.0895 -1.9167 0.6080  0.59
37 H -1.6496 0.0619 -0.5116  0.59
38 H -0.1595 -0.8845 -0.8304  0.09
39 H 1.0935 1.4686 -1.4132  -0.14
40 H -1.9467 2.2569 -1.3345  0.24
41 H -0.4732 3.2054 -2.1120  0.21
42 H -1.5221 2.0493 1.0283  0.33
43 H -1.1932 1.5081 2.7111  0.62
44 H 1.3411 2.4313 1.1242  -0.27
45 H 0.1838 3.6257 1.8187  0.37
46 H -1.1980 -0.6950 3.0829  0.36
47 H -2.4092 -0.2530 1.8336  0.48
48 H -0.4523 -2.8407 1.7682  -0.45
49 H -2.1164 -2.8113 2.4383  0.51
50 H -2.2973 -3.8855 0.3433  0.48
51 H -1.2086 -2.7502 -0.5268  0.28
52 H -4.2971 -2.6847 -0.1362  0.25
53 H -3.5544 -1.0419 0.2248  0.08
54 H -2.3235 -1.4992 -1.8498  0.37
55 H 3.4122 -1.4036 4.1198  0.40
56 H 3.0717 0.1241 3.2292  0.18
57 H 1.7146 -0.8232 4.0545  0.23
58 H 1.6992 -5.1720 1.9830  0.36
59 H 3.4612 -4.8293 2.0604  0.32
60 H 2.4481 -4.2476 0.5916  0.13
61 H 3.1382 0.7926 -2.4666  -0.02
62 H 4.3303 -0.6532 -2.3551  0.32
63 H 2.8754 -0.7062 -3.4227  0.47
64 H 3.7444 -2.9422 -2.2455  0.16
65 C 4.0615 4.5827 -6.9798  -1.28
66 C 3.9645 3.5139 -5.8985  -0.44
67 C 2.6323 3.5330 -5.1476  -0.14
68 C 2.3403 4.8194 -4.3703  -0.67
69 C 3.3894 5.2017 -3.3257  -0.65
70 C 3.5355 4.1699 -2.2157  -0.64
71 H 4.0019 5.5889 -6.5600  0.29
72 H 5.0154 4.5009 -7.5061  0.39
73 H 3.2607 4.4668 -7.7146  0.30
74 H 4.7991 3.6212 -5.1994  0.27
75 H 4.0822 2.5316 -6.3678  0.39
76 H 2.6030 2.6786 -4.4627  -0.15
77 H 1.8190 3.3704 -5.8634  0.43
78 H 1.3694 4.7097 -3.8740  0.24
79 H 2.2248 5.6513 -5.0722  0.37
80 H 3.0981 6.1567 -2.8771  0.38
81 H 4.3603 5.3710 -3.8005  0.30
82 H 2.5811 4.0216 -1.7010  0.17
83 H 4.2656 4.5083 -1.4764  0.34
84 H 3.8764 3.2033 -2.5954  0.11
85 C -9.3711 -3.6257 2.6109  -1.19
86 C -8.6814 -2.5717 3.4681  -0.41
87 C -7.9422 -1.5141 2.6470  -0.89
88 C -6.7941 -2.0440 1.7841  -0.59
89 C -5.6989 -2.7920 2.5447  -0.24
90 C -4.9716 -1.9231 3.5634  -1.14
91 H -8.6540 -4.1964 2.0173  0.28
92 H -9.9111 -4.3328 3.2451  0.38
93 H -10.0923 -3.1641 1.9317  0.29
94 H -7.9974 -3.0581 4.1695  0.23
95 H -9.4387 -2.0681 4.0778  0.40
96 H -7.5620 -0.7446 3.3267  0.32
97 H -8.6599 -1.0071 1.9927  0.41
98 H -6.3425 -1.1982 1.2531  0.32
99 H -7.1958 -2.7040 1.0082  0.38
100 H -4.9678 -3.1635 1.8204  0.11
101 H -6.1112 -3.6747 3.0423  0.40
102 H -4.5136 -1.0558 3.0792  0.15
103 H -4.1779 -2.4952 4.0501  0.39
104 H -5.6461 -1.5654 4.3440  0.41

SMILES: C#C[C@](C[C@H]1CO1)([C@H](O[C@](CC=C)(CCF)CCCCO)N(C)C(C)=O)N(C)S.CCCCCC.CCCCCC
2S+1: 1
E_HOMO: -8.85 eV

Record 7
Computed, not measured: a 6-piece molecular cluster, C2H16NO5 overall in a non-equilibrium geometry, with wB97M-V/def2-TZVPD.

Last column: natural (NBO) charge in e.
CARTESIAN COORDINATES (ANGSTROEM)
1 C -0.6789 -2.0447 -1.8619  -0.43
2 C 0.4232 -0.1971 -3.0220  0.14
3 N -0.1398 -0.6411 -1.9748  -0.42
4 H -1.4773 -2.0326 -1.1302  0.23
5 H 0.2025 -2.6441 -1.6589  0.24
6 H -1.0560 -2.3309 -2.8403  0.25
7 H 0.4478 -0.7701 -3.9394  0.24
8 H 0.9974 0.7081 -2.8830  0.23
9 H -0.3719 -0.1050 -1.1296  0.47
10 H 1.6196 -0.2487 0.5832  0.52
11 H 0.7122 -0.5930 1.8426  0.55
12 O 0.7076 -0.5507 0.8333  -0.45
13 H -0.4040 1.3548 2.7886  0.50
14 H 0.4929 2.5837 2.8843  0.52
15 O 0.0418 2.0189 2.2398  -0.96
16 H 1.0460 1.7046 0.4862  0.52
17 H 2.3833 2.0498 -0.1595  0.52
18 O 1.5680 1.5397 -0.3333  -0.78
19 H -0.5231 -1.2527 4.2073  0.52
20 H -0.8789 -1.9380 2.8386  0.50
21 O -0.2337 -1.3929 3.2994  -0.99
22 H -2.3109 1.1682 -0.3672  0.51
23 H -1.1529 2.1841 -0.0813  0.51
24 O -1.4150 1.4297 -0.6218  -0.95

2S+1: 2
Energy relative to the best compared isomer or geometry (same formula, charge and spin): 98.7 kJ/mol
E_HOMO (spin up / spin down): -19.38 / -19.29 eV
Charge: +2